{
  "formula": "C7H12N3W",
  "method": "ωB97M-V/def2-TZVPD",
  "elements": ["C", "W", "N", "H", "H", "H", "H", "H", "H", "H", "H", "N", "C", "C", "C", "C", "C", "N", "C", "H", "H", "H", "H"],
  "positions_angstrom": [[-3.04428, 2.45843, -2.11214], [1.11010, 0.14982, -1.29213], [0.97383, -1.29648, -2.82464], [2.74471, 0.63371, -1.46949], [1.82377, -1.25309, -3.39270], [-3.44178, 1.66942, -2.71893], [-2.55547, 3.20958, -2.75381], [-2.22260, 1.96048, -1.58387], [-3.73443, 2.91561, -1.42869], [0.93366, -2.27083, -2.50222], [0.17094, -1.16309, -3.45659], [3.43105, 0.29676, 4.00142], [2.49003, 0.19086, 3.32553], [1.33481, -0.08725, 2.50133], [0.29370, -0.82987, 3.09124], [-0.80660, -1.23142, 2.35645], [-0.77587, -0.97843, 0.97535], [0.32789, -0.42147, 0.41103], [1.39826, 0.00980, 1.12315], [0.45808, -1.20017, 4.11300], [-1.63230, -1.79597, 2.80419], [-1.55403, -1.29979, 0.28098], [2.27653, 0.33338, 0.55154]],
  "forces_ev_per_angstrom": [[1.67, 0.01, -0.37], [-0.83, 0.86, -1.21], [-0.04, -0.60, -1.12], [0.05, -0.34, 0.22], [-0.14, 0.01, -0.22], [-0.77, -0.11, -0.39], [-0.44, -0.20, 0.20], [-0.09, 0.26, 0.40], [-0.34, 0.01, 0.17], [-0.07, 0.36, 0.05], [0.42, -0.19, 0.13], [-1.57, -0.03, -1.12], [1.39, 0.17, 0.81], [0.77, -0.81, 0.21], [0.25, -0.15, 0.86], [0.09, 0.15, -1.17], [-0.10, -0.17, 0.60], [0.27, -0.36, 0.01], [-1.08, -0.07, 1.88], [-0.36, 0.54, -0.40], [0.40, 0.32, -0.26], [0.21, 0.13, 0.33], [0.30, 0.19, 0.38]],
  "total_charge": 1,
  "max_force_ev_per_a": 2.2,
  "multiplicity": 3,
  "e_above_lowest_ev": 0.818,
  "homo_lumo_gap_ev": [7.331, 5.748]
}